Entry 1:
Density functional theory data (ωB97M-V/def2-TZVPD) for a cluster of 15 separate species, C44H125N7O15 in total in a non-equilibrium geometry.

Structure (XYZ):
```
191
C44H125N7O15, DFT ωB97M-V/def2-TZVPD
H 1.95 0.01 -6.42
O 3.25 -3.37 -0.63
H -3.80 2.19 0.91
H 6.64 2.17 1.42
O -0.11 -4.29 -3.28
H 0.22 -2.01 -4.64
H -5.61 -1.12 -1.53
C -1.87 -3.09 4.11
C 2.48 3.90 -5.39
O -1.18 -4.06 1.04
H 2.86 4.73 0.07
C -4.52 0.81 3.48
H 2.82 -7.78 -0.80
H 4.28 -1.74 0.11
C -2.45 4.32 5.87
H 1.33 -2.55 -0.98
H -4.89 1.70 2.95
H 8.48 3.78 2.30
C 6.34 4.11 2.34
H -5.76 3.50 -5.00
H -1.82 -3.11 -3.50
H 4.46 -4.52 1.24
N 1.62 -5.16 0.97
H -5.95 0.91 -0.83
H -2.43 -1.38 3.43
H 6.44 1.17 -0.29
O 4.00 4.62 1.76
C -1.61 3.86 -2.93
H 0.21 -3.26 -5.82
H 5.62 4.33 0.40
H 0.43 0.42 -5.61
H -2.47 6.58 4.06
H 1.39 -8.70 4.15
H -6.95 -0.19 -2.80
C 0.92 -7.57 1.18
N 1.32 4.63 -5.87
H -1.88 -5.94 4.55
O 1.76 -7.78 2.29
H -6.22 4.33 -3.49
H 5.72 -3.46 0.84
H 0.92 2.28 2.99
H -1.31 4.24 -3.91
N -1.26 1.47 -3.62
H -2.00 4.20 0.44
H 2.71 1.73 -0.88
H 7.19 1.84 -3.42
C -3.46 2.57 -4.11
C -3.02 -3.83 -0.57
H -1.21 -2.22 -5.73
C -4.32 -1.46 -3.17
H -3.51 0.48 5.36
C 1.10 1.29 2.59
C 2.18 1.86 -1.83
H -0.78 1.18 -2.78
H 5.03 2.14 -0.73
H 8.12 5.40 2.64
C -4.91 0.99 -0.52
H 0.87 -8.49 0.58
H 0.29 -3.66 -2.65
N -1.83 -2.09 3.02
H 1.74 2.86 -1.93
H 2.03 -0.75 -2.07
H -2.45 -3.44 -1.42
C 2.17 2.40 -5.29
C -3.25 -3.77 4.08
H -0.99 0.56 -0.30
H -1.75 -2.91 6.32
C 5.49 1.15 -0.82
H -5.30 0.08 3.24
H -4.23 -0.48 -3.64
C -4.51 2.32 0.09
H 4.85 0.95 -2.77
H -4.28 -2.13 -4.03
H -2.81 -5.27 0.92
H 1.88 -9.77 2.83
C 4.73 -3.46 1.30
O -6.66 -0.96 -3.29
H 5.55 5.85 1.43
H -1.78 4.50 6.71
H 4.63 -3.22 2.36
H -0.98 6.26 3.56
H -1.70 -5.08 6.13
C 3.14 5.36 0.92
H -4.03 -3.02 4.29
H -2.68 3.26 5.88
O 3.45 1.85 2.43
C -5.68 -1.63 -2.51
O -4.56 3.03 -3.36
C -1.67 4.69 4.60
O -1.07 4.09 2.40
H 1.81 -0.20 -0.39
H -3.49 -4.17 3.09
H 2.82 -2.40 1.03
C -1.32 3.64 1.08
H 2.75 -0.09 2.24
C -0.96 -0.54 -0.29
C 7.75 4.56 2.05
N 6.24 2.66 2.21
O 1.54 2.00 -6.47
H -3.10 4.41 2.96
H -0.80 -0.87 0.73
H -3.13 3.22 -4.94
C -2.22 2.50 -3.20
H -2.01 -0.76 -0.52
C -2.13 4.01 3.29
C -5.38 3.94 -4.08
H 2.71 0.58 3.87
H -0.64 4.36 4.76
H 3.31 4.11 -6.08
C -1.07 -3.66 -4.07
H 2.89 1.63 -2.63
H 1.50 2.18 -4.45
H 6.31 0.02 -2.57
H 7.95 4.77 1.00
H -1.65 -3.38 1.57
H -2.05 -1.40 5.55
H 3.37 -6.18 -0.85
H -4.25 2.10 5.28
O -4.70 -0.13 0.37
N -1.60 6.15 4.36
C 1.54 -6.48 0.27
H -5.19 0.69 5.55
H 1.52 5.48 -6.37
C -2.39 -5.59 5.45
H 0.74 -4.65 1.02
C -4.34 1.07 4.96
H 6.05 4.47 3.33
H -2.64 2.09 -2.27
C -1.52 -2.34 5.41
H -1.53 -5.35 -0.48
H 2.23 5.58 1.47
H 0.52 0.45 -7.38
H -0.93 -1.63 2.92
C -0.45 -2.72 -5.13
O 1.03 1.05 -1.84
H 3.34 5.48 -4.11
H -0.41 -1.04 -2.33
H 5.27 2.34 2.17
H -3.75 1.69 -4.68
H 0.43 0.53 3.01
C -2.12 -4.77 0.23
H -5.39 2.82 0.50
C 2.96 4.46 -4.05
H -4.09 2.92 -0.71
H -0.01 -2.87 -0.15
H 3.19 2.67 2.87
H -5.52 -0.51 0.68
H -0.58 1.93 -4.22
H -2.34 2.95 3.54
H -0.34 3.59 0.59
C 2.54 0.82 2.81
H -1.64 2.60 1.20
O -3.33 0.36 2.84
C 0.03 -1.05 -1.33
C 5.84 0.96 -2.29
O -3.44 -4.71 5.11
H -3.49 -1.58 -2.46
H 2.14 4.47 -3.33
H 3.09 1.88 -4.96
H 3.56 6.31 0.56
C 5.36 4.77 1.36
C 1.34 -0.26 -1.38
C 3.74 -2.62 0.47
H 1.81 -5.47 1.93
H -0.71 3.82 -2.31
H 2.87 -4.22 -0.32
H 0.76 4.00 -6.44
N 0.31 -2.47 -1.02
H 3.57 -7.28 0.64
H -0.08 -7.21 1.46
C 1.07 0.67 -6.46
H 0.88 1.33 1.52
H -3.52 0.05 1.94
H -1.62 -4.44 -4.61
C 2.94 -6.90 -0.15
O 6.52 2.10 -2.78
H -0.45 -2.15 5.47
H 0.88 -6.32 -0.58
H -5.86 -2.64 -2.15
H 3.70 3.82 -3.57
H -3.48 -3.06 0.04
C 1.31 -8.86 3.08
H -3.82 -4.41 -1.03
H -4.26 0.72 -1.36
H -4.74 4.81 -4.28
H 4.76 0.47 -0.38
H -3.29 5.01 5.86
H 0.24 -9.03 2.94
H -2.38 4.48 -2.47
H -2.79 -6.46 5.98
H -1.14 -3.89 3.93
```

Its energy above the lowest of the compared OMol25 structures with the same formula, charge and spin is 56.3 kcal/mol. For the lowest unoccupied orbital energy, the calculation gives 0.233 eV. The value obtained for the calculated total energy is -88791.5032 eV. As for the spin multiplicity: 1. The value obtained for the HOMO-LUMO gap is 8.6 eV. As for the largest force on an atom: 2.42 eV/A. The total charge is 0.


Entry 2:
Density functional theory data (ωB97M-V/def2-TZVPD) for a cluster of 2 separate species, C3H10O in total in a non-equilibrium geometry.

Structure (XYZ):
```
14
C3H10O, DFT ωB97M-V/def2-TZVPD
C -2.71 0.12 -1.68
H 6.39 1.23 3.36
H -3.13 1.12 -1.90
H -1.70 0.24 -1.27
H -2.72 -0.41 -3.71
O -4.31 -1.39 -2.73
H -4.78 -0.62 -2.40
H -3.34 -0.23 -0.82
C 5.57 0.76 3.88
H 5.56 1.16 4.90
H 5.87 -0.27 4.16
H 4.55 0.92 3.49
H -2.26 -1.71 -2.54
C -2.99 -0.90 -2.76
```

Its energy above the lowest of the compared OMol25 structures with the same formula, charge and spin is 19.9 kcal/mol. For the lowest unoccupied orbital energy, the calculation gives 1.082 eV. The SMILES is CCO.C. The value obtained for the calculated total energy is -5319.7516 eV. As for the spin multiplicity: 1. The value obtained for the HOMO-LUMO gap is 11.5 eV. As for the largest force on an atom: 2.93 eV/A. The total charge is 0.


Entry 3:
Density functional theory data (ωB97M-V/def2-TZVPD) for a structure of composition C31H42BN6S8Ti in a non-equilibrium geometry.

Structure (XYZ):
```
89
C31H42BN6S8Ti, DFT ωB97M-V/def2-TZVPD
C 1.07 0.66 2.50
C -3.17 1.32 -1.36
S 4.40 2.17 -0.41
H -1.77 -2.81 5.14
C -3.29 -0.99 -2.30
C 4.56 5.01 1.06
S 2.44 1.69 2.06
N 0.74 0.18 -0.89
H -5.92 -0.68 -1.49
H 1.89 -5.17 -2.30
H -5.70 0.87 -0.66
H -2.37 5.52 -0.59
C -1.30 -3.46 2.57
C 1.92 0.44 4.88
C 1.48 -1.34 -2.95
H 4.29 4.18 1.69
C 1.55 0.03 -3.13
S -0.49 3.82 1.14
H -3.39 -2.99 4.55
C -4.06 0.27 -2.00
H 4.10 5.00 0.09
C -4.65 0.86 -3.32
C -3.24 -1.86 2.14
C 1.14 -1.88 -1.71
C 8.58 1.65 -0.57
C -2.03 -2.17 3.05
B 0.18 1.11 0.23
H -3.06 5.11 1.00
H 1.73 -1.98 -3.79
H -2.90 -1.83 1.09
H -0.91 -3.21 -0.78
S 6.97 0.96 -0.67
C 2.07 0.68 -4.37
C 1.12 -3.38 -1.48
H -3.73 -0.93 2.46
H 2.76 -3.35 -0.10
H -0.75 -3.53 -2.53
C -3.58 2.63 -1.11
H -0.33 -3.59 3.08
H 2.94 0.23 4.58
H -5.43 1.62 -3.17
H 2.97 1.28 -4.16
H 4.38 5.96 1.54
H -2.49 -0.83 -3.01
N 0.76 -1.12 -0.71
C -0.35 -3.78 -1.52
N -1.99 0.90 -0.99
C 1.93 -4.12 -2.54
N -0.89 -0.42 1.79
H -1.95 -4.35 2.73
H -4.55 2.97 -1.50
N -1.20 1.67 -0.24
C 1.72 -3.69 -0.11
H -0.45 -4.87 -1.38
H -2.91 -1.46 -1.40
N 0.13 0.41 1.59
H -4.79 -0.53 -0.12
C -2.51 -2.33 4.51
H 1.74 -4.76 0.09
H 1.18 -3.19 0.70
H 1.29 1.33 -4.84
S 8.51 3.30 -0.02
H 1.69 -0.07 5.81
S 6.36 4.92 0.87
C -3.10 4.87 -0.06
H -3.88 1.32 -3.94
C -1.58 2.92 0.11
H -5.12 0.02 -3.87
H -4.08 5.14 -0.43
H 2.97 -3.82 -2.51
H -1.11 -3.38 1.49
C -2.80 3.44 -0.32
C 6.83 3.50 0.20
C 0.97 0.07 3.79
H -0.17 -1.28 4.93
S 1.39 2.54 -2.02
H 2.32 -0.09 -5.10
C -0.96 -1.09 2.94
H -3.95 -2.66 2.27
C 5.95 2.33 -0.24
H 1.53 -4.00 -3.55
C 1.19 0.78 -2.00
C -0.06 -0.81 3.97
H -3.97 -1.71 -2.75
H 1.87 1.50 4.99
S 9.90 0.79 -0.87
C -5.17 -0.05 -1.00
Ti 1.48 2.93 0.30
H -2.88 -1.35 4.93
```

For the lowest unoccupied orbital energy, the calculation gives -10.654 eV. The value obtained for the calculated total energy is -152219.4176 eV. As for the spin multiplicity: 1. The value obtained for the HOMO-LUMO gap is 5.6 eV. As for the largest force on an atom: 3.38 eV/A. The total charge is +3.


Entry 4:
Density functional theory data (ωB97M-V/def2-TZVPD) for a structure of composition C37H46BrIrN3O2PS in a non-equilibrium geometry.

Structure (XYZ):
```
92
C37H46BrIrN3O2PS, DFT ωB97M-V/def2-TZVPD
C -1.93 3.13 -0.23
H 2.24 0.37 -1.52
H 2.72 -0.08 -3.85
C -1.26 -0.33 7.33
C -1.20 0.06 3.15
C -1.03 1.05 5.39
C -3.38 3.77 -2.01
H 2.74 2.90 -1.11
Br -1.28 -0.50 9.20
C 2.22 3.92 1.68
C 1.44 -1.33 1.03
C -2.97 0.02 -1.74
H 0.44 -3.53 2.76
C -1.44 -1.33 5.17
C 0.67 -2.64 0.80
C -2.56 4.13 -0.96
H 1.56 -1.84 -1.96
C -3.38 -4.41 -4.14
H -2.39 -4.82 -2.28
C -3.54 2.42 -2.30
H -0.89 1.79 7.41
H 3.16 -3.67 0.20
H -4.39 -3.71 -5.89
H 4.42 -3.07 1.25
C 3.45 2.88 -0.28
C 0.54 1.40 -2.30
H 0.97 -1.86 -4.22
H -0.51 1.19 -2.49
H -2.41 5.16 -0.68
H 0.30 2.92 1.85
H -0.27 -0.65 -4.05
H 1.33 -1.09 2.10
H -4.57 -1.38 -5.08
P 0.78 0.21 0.27
H -0.40 -2.48 0.85
C -2.87 -4.07 -2.89
C -3.01 -2.78 -2.42
H 3.90 1.62 1.40
C -2.87 1.49 -1.55
C 2.55 -3.54 2.26
H 0.89 -3.02 -0.19
H -0.15 -1.48 -1.85
N -2.06 1.83 -0.52
H -3.90 4.52 -2.59
C 1.07 -3.66 1.88
H 2.17 2.18 -3.51
O -1.36 -0.94 2.35
C 0.74 -0.91 -3.74
H 1.77 0.22 -5.28
H 3.03 4.98 -0.03
H 4.44 2.85 -0.73
H -1.32 3.36 0.62
H -1.63 -2.42 7.01
C 2.95 -1.57 0.75
H -1.60 -2.19 4.54
O -1.03 1.18 2.54
H 0.64 2.05 -4.35
C -1.22 -0.07 4.59
C 1.71 0.17 -4.20
C -4.00 -3.45 -4.92
H 4.24 4.38 1.07
H 3.49 0.74 -0.04
H 0.83 3.26 0.19
C 3.35 -3.03 1.07
C -1.04 0.93 6.77
C -3.61 -1.82 -3.22
H 2.67 3.53 2.59
S -2.48 -2.41 -0.78
C 1.15 0.24 -1.51
C 3.29 4.13 0.60
H -3.29 -5.43 -4.49
H 2.94 -4.50 2.61
Ir -1.45 0.30 0.73
H 1.75 4.87 1.95
N -3.68 -0.47 -2.76
H 0.58 2.35 -1.75
H -0.86 2.02 4.94
H 1.82 1.14 2.13
H 0.87 -4.66 1.49
H -4.10 0.19 -3.39
H 3.54 -0.91 1.38
C 3.22 1.61 0.54
C 1.16 2.93 1.18
C 1.77 1.52 1.11
H -4.21 2.13 -3.10
C 0.81 -1.09 -2.21
N -2.34 -0.68 -0.85
C -1.46 -1.45 6.54
H 3.20 -1.35 -0.29
C 1.29 1.54 -3.64
C -4.10 -2.14 -4.46
H 2.68 -2.85 3.10
```

Its energy above the lowest of the compared OMol25 structures with the same formula, charge and spin is 1.8 kcal/mol. For the lowest unoccupied orbital energy, the calculation gives -6.874 eV. The value obtained for the calculated total energy is -140676.0068 eV. As for the spin multiplicity: 1. The value obtained for the HOMO-LUMO gap is 6.4 eV. As for the largest force on an atom: 1.01 eV/A. The total charge is +2.


Entry 5:
Density functional theory data (ωB97M-V/def2-TZVPD) for the molecule C7H6O3 in a non-equilibrium geometry.

Structure (XYZ):
```
16
C7H6O3, DFT ωB97M-V/def2-TZVPD
O -2.33 -2.19 0.25
O 0.27 2.86 0.15
C -1.75 0.06 -0.03
H 2.20 1.89 0.11
H 1.55 -1.15 0.50
C 3.47 -0.98 0.05
C 2.31 -0.37 0.21
C -2.76 -1.01 -0.28
H -2.92 -1.16 -1.45
H -0.58 3.30 -0.15
H -3.75 -0.62 0.19
C -0.73 0.64 0.21
C 1.62 0.98 0.12
O 4.44 -1.57 -0.18
H -1.37 -2.17 0.09
C 0.34 1.49 0.19
```

Its energy above the lowest of the compared OMol25 structures with the same formula, charge and spin is 112.5 kcal/mol. For the lowest unoccupied orbital energy, the calculation gives 0.374 eV. The SMILES is O=C=C/C=C(/O)C#CCO. The value obtained for the calculated total energy is -13493.6562 eV. As for the spin multiplicity: 1. The value obtained for the HOMO-LUMO gap is 8.2 eV. As for the largest force on an atom: 3.61 eV/A. The total charge is 0.


Entry 6:
Density functional theory data (ωB97M-V/def2-TZVPD) for the molecule C5H6N2 in a non-equilibrium geometry.

Structure (XYZ):
```
13
C5H6N2, DFT ωB97M-V/def2-TZVPD
N 1.06 -0.60 -0.42
H -0.27 -0.59 -2.22
C -0.06 -0.18 -1.23
C 0.74 -0.04 1.87
C -1.04 -0.40 -0.01
H -1.75 -1.20 -0.20
N 1.21 0.65 2.67
H -1.54 0.48 0.41
C 0.34 1.20 -1.00
H 0.16 -1.90 1.08
H 1.33 1.59 -0.86
H -0.49 1.88 -0.77
C 0.22 -0.85 0.76
```

Its energy above the lowest of the compared OMol25 structures with the same formula, charge and spin is 119.1 kcal/mol. For the lowest unoccupied orbital energy (alpha / beta), the calculation gives -0.363 / -0.366 eV. The value obtained for the calculated total energy is -8257.1947 eV. As for the spin multiplicity: 1. The value obtained for the HOMO-LUMO gap (alpha / beta) is 9.1 / 8.7 eV. As for the largest force on an atom: 1.11 eV/A. The total charge is 0.


Entry 7:
Density functional theory data (ωB97M-V/def2-TZVPD) for a structure of composition C7H10ClNY in a non-equilibrium geometry.

Structure (XYZ):
```
20
C7H10ClNY, DFT ωB97M-V/def2-TZVPD
H 1.91 1.80 0.58
N -3.45 0.27 0.58
H -2.32 1.89 -0.52
C 0.97 1.61 0.06
H -4.13 -0.53 0.48
C -0.31 2.10 0.45
Cl 0.29 -0.27 3.06
H -0.52 2.75 1.29
H 2.31 -1.43 -1.00
C 1.92 -1.71 -0.01
H 1.59 0.31 -1.66
C 0.80 0.83 -1.12
H -1.01 0.44 -2.39
C 0.76 -2.44 0.18
Y -0.24 -0.59 0.70
H 0.57 -3.03 1.10
C -1.27 1.61 -0.48
C -0.58 0.85 -1.48
H 2.69 -1.79 0.78
H 0.01 -2.68 -0.61
```

Its energy above the lowest of the compared OMol25 structures with the same formula, charge and spin is 0.0 kcal/mol. For the lowest unoccupied orbital energy (alpha / beta), the calculation gives 3.265 / 3.154 eV. The value obtained for the calculated total energy is -22474.8110 eV. As for the spin multiplicity: 1. The value obtained for the HOMO-LUMO gap (alpha / beta) is 5.7 / 6.7 eV. As for the largest force on an atom: 4.69 eV/A. The total charge is -1.


Entry 8:
Density functional theory data (ωB97M-V/def2-TZVPD) for a structure of composition C10H13BrO in a non-equilibrium geometry.

Structure (XYZ):
```
25
C10H13BrO, DFT ωB97M-V/def2-TZVPD
H -3.10 -2.03 1.84
C -1.86 -2.04 -1.25
C -2.70 -2.40 -0.16
H -0.05 3.19 0.02
H -0.52 -1.29 2.30
H -0.79 1.61 0.30
C -2.30 -2.09 1.10
O 1.03 0.24 1.82
Br 2.69 -1.36 0.01
H 2.90 2.87 -0.89
C 1.16 1.43 -0.60
H -2.22 -2.22 -2.30
H -3.64 -2.90 -0.36
H 2.54 2.48 0.71
C 2.43 2.04 -0.24
C -1.05 -1.51 1.31
C -0.65 -1.38 -1.01
C 0.96 -0.21 0.56
H 0.00 -1.06 -1.83
H 1.64 0.96 1.94
C -0.06 2.14 -0.32
H 3.27 1.23 -0.33
H 1.20 1.03 -1.62
H -0.67 2.40 -1.29
C -0.21 -1.14 0.28
```

Its energy above the lowest of the compared OMol25 structures with the same formula, charge and spin is 0.0 kcal/mol. For the lowest unoccupied orbital energy, the calculation gives 0.593 eV. The value obtained for the calculated total energy is -82668.4112 eV. As for the spin multiplicity: 1. The value obtained for the HOMO-LUMO gap is 9.4 eV. As for the largest force on an atom: 5.39 eV/A. The total charge is 0.


> Which value of calculated total energy does entry 1 give?

-88791.5032 eV


> Which value of total charge does entry 7 give?

-1


> Which value of calculated total energy does entry 8 give?

-82668.4112 eV